A) Formula: CH2ClOP
Source: the Open Molecules 2025 dataset
Level of theory: ωB97M-V with the def2-TZVPD basis set

Each line ends with the Löwdin charge.
Element x y z (Å)
1 C 0.777 0.456 -0.154  -0.631
2 O 1.741 0.716 -0.806  0.012
3 P -0.163 -1.094 -0.361  0.829
4 Cl -2.515 0.195 -0.335  -0.177
5 H 0.163 0.988 0.566  0.035
6 H -0.004 -1.261 1.090  -0.068

Computed properties:
LUMO energy: -2.418 eV
frontier orbital gap: 7.9632 eV

---

B) Formula: CH2ClOP
Source: the Open Molecules 2025 dataset
Level of theory: ωB97M-V with the def2-TZVPD basis set

Each line ends with the Löwdin charge.
Element x y z (Å)
1 C -1.827 0.120 0.053  -0.167
2 O -2.618 0.927 -0.097  0.061
3 P 0.600 0.200 0.107  0.365
4 Cl 2.718 0.407 -0.036  -0.036
5 H 0.644 -1.072 0.966  -0.058
6 H 0.483 -0.583 -0.992  -0.166

Computed properties:
LUMO energy: 0.009 eV
frontier orbital gap: 9.8817 eV

---

C) Formula: CH2ClOP
Source: the Open Molecules 2025 dataset
Level of theory: ωB97M-V with the def2-TZVPD basis set

Each line ends with the Löwdin charge.
Element x y z (Å)
1 C 0.448 0.743 -0.253  -0.653
2 O 1.292 1.579 -0.381  0.016
3 P 0.178 -0.475 1.053  0.724
4 Cl -0.421 -2.349 -0.369  -0.082
5 H -0.225 0.453 -1.007  0.018
6 H -1.272 0.049 0.957  -0.023

Computed properties:
structure (SMILES): O=CPCl
LUMO energy: -1.673 eV
frontier orbital gap: 8.4977 eV

---

Of them, the most stable is B) and the least stable is A).

---

A) Formula: CH4N2P2
Source: the Open Molecules 2025 dataset
Level of theory: ωB97M-V with the def2-TZVPD basis set

Each line ends with the Löwdin charge.
Element x y z (Å)
1 C 0.802 -0.768 -0.298  -1.021
2 N 0.555 -2.010 -0.303  0.031
3 N -1.161 0.891 0.198  -0.323
4 P 1.916 0.289 0.585  0.667
5 P 0.319 0.884 -0.873  0.632
6 H -0.150 -2.212 -1.073  0.062
7 H -1.389 1.965 0.341  0.048
8 H -2.017 0.509 -0.306  0.029
9 H 1.124 0.453 1.730  -0.123

Computed properties:
structure (SMILES): [H]/N=C1/[PH]#P1N
LUMO energy: 0.175 eV
frontier orbital gap: 8.8744 eV

---

B) Formula: CH4N2P2
Source: the Open Molecules 2025 dataset
Level of theory: ωB97M-V with the def2-TZVPD basis set

Each line ends with the Löwdin charge.
Element x y z (Å)
1 C 1.903 -0.009 0.724  -0.521
2 N 2.111 -0.099 1.903  0.024
3 N -1.306 -0.100 -0.848  -0.399
4 P 1.422 -0.661 -0.895  0.479
5 P -0.455 -1.480 -0.314  0.468
6 H 1.907 -0.795 2.649  0.082
7 H -2.269 -0.133 -1.003  -0.021
8 H -0.981 0.831 -1.019  -0.003
9 H 1.017 0.631 -1.328  -0.110

Computed properties:
structure (SMILES): N=C=[PH]=PN
LUMO energy (spin up / spin down): -0.405 / 0.371 eV
frontier orbital gap (spin up / spin down): 6.1930 / 7.4940 eV

---

Of them, the most stable is A) and the least stable is B).

---

A) Formula: C7H14OS2
Source: the Open Molecules 2025 dataset
Level of theory: ωB97M-V with the def2-TZVPD basis set

Each line ends with the Löwdin charge.
Element x y z (Å)
1 C 0.193 0.067 -0.503  -0.427
2 C -1.030 1.964 0.517  -0.186
3 C -2.362 0.454 -0.962  -0.097
4 C 0.951 -1.679 1.168  -0.137
5 C 2.242 -1.222 -1.114  -0.041
6 C -1.290 0.556 0.117  -0.759
7 C 1.369 -0.708 0.060  -0.726
8 O 0.322 0.519 -1.632  0.023
9 S -1.907 -0.308 1.629  0.796
10 S 2.005 0.804 0.975  0.835
11 H -1.753 2.424 1.223  0.083
12 H -0.740 2.644 -0.341  0.115
13 H -0.096 2.085 1.201  0.049
14 H -2.656 -0.460 -1.328  0.057
15 H -2.019 1.055 -1.737  0.054
16 H -3.184 1.039 -0.492  0.100
17 H 1.766 -2.207 1.592  0.063
18 H 0.460 -1.018 1.971  0.041
19 H 0.213 -2.413 0.831  0.077
20 H 1.513 -1.700 -1.721  0.080
21 H 3.035 -1.738 -0.696  0.056
22 H 2.594 -0.249 -1.617  0.105
23 H -1.748 -1.502 1.033  -0.116
24 H 2.125 1.591 -0.175  -0.045

Computed properties:
structure (SMILES): CC(C)(S)C(=O)C(C)(C)S
LUMO energy: 0.540 eV
frontier orbital gap: 9.2867 eV

---

B) Formula: C7H14OS2
Source: the Open Molecules 2025 dataset
Level of theory: ωB97M-V with the def2-TZVPD basis set

Each line ends with the Löwdin charge.
Element x y z (Å)
1 C 2.946 -0.458 1.293  -0.454
2 C 2.253 -1.830 1.166  -0.367
3 C 0.462 -0.012 0.116  -0.721
4 C -1.809 0.927 0.483  -0.070
5 C -1.446 -0.605 -1.331  -0.080
6 C -0.462 1.707 -1.436  -0.046
7 C -0.775 0.526 -0.563  -0.706
8 O 0.087 -2.271 2.082  -0.390
9 S 1.668 0.908 1.174  0.803
10 S 0.568 -1.641 0.487  1.016
11 H 3.639 -0.253 2.135  0.076
12 H 3.631 -0.255 0.387  0.088
13 H 2.626 -2.490 0.448  0.049
14 H 2.175 -2.545 1.944  0.068
15 H -0.792 -1.903 2.194  0.008
16 H -2.867 1.050 0.105  0.109
17 H -1.612 1.826 0.950  0.051
18 H -2.031 0.193 1.297  0.096
19 H -0.651 -1.127 -1.867  0.083
20 H -1.983 -1.202 -0.582  0.087
21 H -2.024 0.023 -1.940  0.067
22 H -1.340 1.970 -1.869  0.048
23 H 0.188 1.551 -2.326  0.121
24 H -0.189 2.422 -0.731  0.062

Computed properties:
LUMO energy: 0.639 eV
frontier orbital gap: 8.0146 eV

---

Of them, the most stable is A) and the least stable is B).

---

A) Formula: CH3NOS
Source: the Open Molecules 2025 dataset
Level of theory: ωB97M-V with the def2-TZVPD basis set

Each line ends with the Löwdin charge.
Element x y z (Å)
1 C -0.959 0.019 -0.163  -0.160
2 N -2.211 -0.033 -0.036  0.012
3 O 2.927 -0.027 -0.217  -0.709
4 S 3.603 0.740 0.831  0.708
5 H -0.447 0.948 0.137  0.057
6 H -0.222 -0.705 -0.457  0.047
7 H -2.690 -0.942 -0.094  0.044

Computed properties:
structure (SMILES): C=N.O=S
LUMO energy (spin up / spin down): -1.706 / -1.711 eV
frontier orbital gap (spin up / spin down): 7.7961 / 7.7925 eV

---

B) Formula: CH3NOS
Source: the Open Molecules 2025 dataset
Level of theory: ωB97M-V with the def2-TZVPD basis set

Each line ends with the Löwdin charge.
Element x y z (Å)
1 C -0.722 -1.176 0.857  -0.228
2 N -0.183 1.158 -0.178  -0.212
3 O 1.422 -0.717 -1.198  -0.436
4 S 0.323 -0.486 -0.202  0.774
5 H -0.228 -2.147 0.970  -0.055
6 H -0.091 1.836 -0.982  0.087
7 H -0.521 1.532 0.732  0.069

Computed properties:
structure (SMILES): C#S(N)=O
LUMO energy: -0.046 eV
frontier orbital gap: 9.5869 eV

---

Of them, the most stable is A) and the least stable is B).